1.
Density functional theory data (wB97M-V/def2-TZVPD) for an isolated molecule of C5H9N3.

Atoms and positions in Å:
C (1.831, 0.182, 0.871)
C (-0.220, 0.630, -0.481)
C (-1.412, 0.218, 0.341)
C (0.973, -0.233, -0.287)
N (-2.080, -0.869, -0.106)
C (1.208, -1.294, -1.042)
N (-0.172, 1.669, -1.195)
N (-1.780, 0.803, 1.404)
H (-2.938, -1.110, 0.365)
H (-1.945, -1.189, -1.049)
H (-1.041, 2.198, -1.233)
H (-1.194, 1.583, 1.686)
H (2.277, 1.158, 0.653)
H (2.624, -0.540, 1.046)
H (1.230, 0.274, 1.774)
H (0.579, -1.555, -1.878)
H (2.061, -1.926, -0.867)

Summary:
Electronic energy (eV): -9800.2722
SMILES: [H]/N=C(C(=C)C)\C(N)=N/[H]
Gap between HOMO and LUMO (eV): 10.2
Lowest unoccupied orbital energy (eV): 0.8659
Relative energy (zero: lowest compared OMol25 entry of this formula, charge and spin) (kcal/mol): 27.55

Here are the Mulliken charges for atoms 1 to 5, given in e:
1 C -1.241
2 C 0.042
3 C 0.512
4 C 0.859
5 N -0.363

2.
Density functional theory data (wB97M-V/def2-TZVPD) for a cluster of 2 separate species, C2H7NO2 in total.

Atoms and positions in Å:
C (0.920, 2.010, 0.042)
N (0.985, 0.784, 0.693)
C (1.570, -0.513, 0.095)
O (0.132, 2.982, 0.138)
H (1.869, 2.116, -0.773)
H (0.384, 0.653, 1.471)
H (0.847, -1.307, -0.195)
H (2.175, -0.914, 0.968)
H (2.094, -0.153, -0.733)
H (-4.078, -1.264, -0.581)
H (-3.165, -2.311, -0.950)
O (-3.732, -2.082, -0.175)

Summary:
Electronic energy (eV): -7771.5584
SMILES: CNC=O.O
Gap between HOMO and LUMO (eV): 10.5
Lowest unoccupied orbital energy (eV): 0.5457
Relative energy (zero: lowest compared OMol25 entry of this formula, charge and spin) (kcal/mol): 45.37

Here are the Mulliken charges for atoms 1 to 5, given in e:
1 C 0.171
2 N -0.148
3 C -0.605
4 O -0.546
5 H 0.158

3.
Density functional theory data (wB97M-V/def2-TZVPD) for a structure of composition C39H40Cl3FeGe2N3O.

Atoms and positions in Å:
Fe (-0.019, 0.852, -2.090)
C (-3.505, 1.629, -1.774)
C (-2.718, 2.343, -0.721)
C (-3.402, 3.246, 0.097)
C (-2.719, 3.923, 1.080)
C (-1.353, 3.713, 1.200)
C (-0.721, 2.828, 0.341)
N (-1.404, 2.127, -0.585)
C (0.753, 2.693, 0.342)
C (1.550, 3.334, 1.284)
C (2.922, 3.306, 1.131)
C (3.469, 2.621, 0.062)
C (2.625, 1.937, -0.805)
N (1.297, 1.990, -0.657)
C (3.144, 1.142, -1.938)
C (4.499, 0.887, -2.066)
C (4.951, 0.132, -3.138)
C (4.031, -0.333, -4.049)
C (2.673, -0.065, -3.853)
C (1.701, -0.623, -4.846)
N (2.242, 0.653, -2.809)
H (-3.842, 2.356, -2.516)
H (-2.923, 0.877, -2.287)
H (-4.394, 1.169, -1.340)
H (-4.461, 3.396, -0.063)
H (-3.228, 4.615, 1.737)
H (-0.797, 4.263, 1.942)
H (1.120, 3.869, 2.115)
H (3.559, 3.827, 1.832)
H (4.537, 2.637, -0.086)
H (5.207, 1.254, -1.340)
H (6.003, -0.090, -3.250)
H (4.332, -0.915, -4.908)
H (1.964, -0.283, -5.847)
H (1.761, -1.714, -4.858)
H (0.683, -0.325, -4.634)
Cl (1.063, 3.383, -5.592)
Ge (0.253, 3.445, -3.570)
Cl (-1.589, 4.630, -3.743)
Cl (-1.052, 1.273, -3.957)
C (-5.416, -1.237, 1.483)
C (-4.717, -0.036, 1.470)
C (-3.345, -0.036, 1.645)
C (-2.671, -1.242, 1.843)
C (-3.378, -2.446, 1.885)
C (-4.749, -2.438, 1.697)
Ge (-0.757, -1.213, 2.117)
C (0.259, -2.858, 2.036)
C (-0.186, -3.916, 1.241)
C (0.517, -5.108, 1.228)
C (1.682, -5.235, 1.976)
C (2.126, -4.183, 2.769)
C (1.411, -2.999, 2.814)
C (0.003, 0.275, 3.104)
C (1.386, 0.473, 3.130)
C (1.931, 1.391, 4.010)
C (1.105, 2.129, 4.849)
C (-0.273, 1.954, 4.803)
C (-0.828, 1.026, 3.937)
H (-6.489, -1.235, 1.342)
H (-5.242, 0.901, 1.336)
H (-2.789, 0.894, 1.631)
H (-2.866, -3.379, 2.088)
H (-5.300, -3.368, 1.725)
H (-1.080, -3.806, 0.638)
H (0.159, -5.942, 0.639)
H (2.236, -6.163, 1.948)
H (3.033, -4.289, 3.348)
H (1.737, -2.200, 3.468)
H (2.031, -0.100, 2.473)
H (3.005, 1.522, 4.049)
H (1.537, 2.835, 5.545)
H (-0.914, 2.532, 5.456)
H (-1.899, 0.860, 3.943)
C (2.283, -1.673, -0.652)
C (1.239, -2.273, -1.589)
O (0.035, -1.487, -1.553)
C (-1.015, -2.044, -2.384)
C (-2.352, -1.811, -1.708)
H (2.665, -2.434, 0.027)
H (1.815, -0.881, -0.060)
H (3.124, -1.248, -1.195)
H (0.984, -3.284, -1.271)
H (1.613, -2.325, -2.615)
H (-0.835, -3.110, -2.528)
H (-0.988, -1.552, -3.360)
H (-2.505, -2.515, -0.893)
H (-3.164, -1.928, -2.424)
H (-2.372, -0.798, -1.303)

Summary:
Electronic energy (eV): -232587.6599
Spin multiplicity: 5
Charge: +2
Gap between HOMO and LUMO (alpha / beta) (eV): 5.8 / 5.9
Lowest unoccupied orbital energy (alpha / beta) (eV): -7.1079 / -7.1097
Relative energy (zero: lowest compared OMol25 entry of this formula, charge and spin) (kcal/mol): 13.14

Here are the Mulliken charges for atoms 1 to 5, given in e:
1 Fe 0.672
2 C -1.648
3 C 0.008
4 C -0.567
5 C -1.366